# 1
93
Properties=species:S:1:pos:R:3:lowdin_charge:R:1 method="wB97M-V/def2-TZVPD" total_charge=+1 homo_lumo_gap_ev=4.72
C -0.5987 -4.4924 -2.6110 -0.140
C -2.1723 -4.0502 -2.9655 -0.593
Cl -2.8802 -3.4800 -1.3077 0.550
C -2.2247 -2.8260 -4.1039 -0.158
C -3.1925 -1.6045 -3.5171 -0.086
C -4.8539 -1.7874 -3.5755 0.081
N -5.7719 -0.7064 -3.0062 0.033
C -5.2034 0.5680 -2.3892 0.044
C -3.5833 0.9159 -2.2995 0.093
C -2.5175 -0.2314 -2.8858 0.053
C -0.8676 0.0344 -2.8354 -0.194
O -0.2380 0.3773 -1.6806 -0.011
O 0.0013 -0.1391 -4.0328 -0.001
H -0.7020 -5.3753 -1.8325 0.093
H -0.1561 -3.5650 -2.0191 0.087
H 0.0200 -4.7745 -3.5663 0.098
H -2.7764 -4.9476 -3.4203 0.120
H -1.1540 -2.4651 -4.4112 0.116
H -2.7524 -3.1798 -5.1108 0.135
H -5.2222 -2.7995 -4.0522 0.152
H -6.8036 -0.8955 -3.0676 0.160
H -5.9487 1.3625 -1.9465 0.139
H -3.1439 1.9196 -1.8512 0.137
H 0.8870 -0.5421 -3.7777 0.145
C -5.8850 -5.5698 0.5937 -0.113
O -5.1219 -6.4960 1.3492 -0.199
C -3.9197 -6.8771 0.6764 -0.196
C -2.9979 -7.6480 1.6253 -0.167
O -2.2195 -6.7840 2.4633 -0.142
C -2.9285 -6.1876 3.5567 -0.171
C -3.1853 -7.1714 4.7009 -0.193
O -4.3467 -7.9586 4.4289 -0.210
C -4.4644 -9.0582 5.3186 -0.105
H -6.1564 -5.9943 -0.3765 0.083
H -6.7992 -5.3436 1.1488 0.091
H -5.3245 -4.6397 0.4569 0.062
H -3.4048 -5.9860 0.3005 0.091
H -4.1978 -7.5220 -0.1646 0.123
H -2.2684 -8.1944 1.0175 0.126
H -3.5427 -8.3874 2.2156 0.122
H -3.8472 -5.7049 3.2168 0.119
H -2.2686 -5.3974 3.9318 0.125
H -3.3686 -6.6149 5.6261 0.124
H -2.3131 -7.8240 4.8333 0.130
H -3.6208 -9.7426 5.1881 0.087
H -5.3858 -9.5952 5.0796 0.090
H -4.5150 -8.7125 6.3545 0.087
C 3.3120 3.2126 5.6090 -0.107
O 2.2448 3.0641 4.6872 -0.209
C 1.3523 4.1804 4.7137 -0.192
C 0.3848 4.1190 3.5286 -0.170
O 0.9547 4.6417 2.3217 -0.138
C 1.8933 3.7817 1.6638 -0.168
C 1.2164 2.6279 0.9198 -0.190
O 0.9269 1.5568 1.8207 -0.195
C 0.0627 0.5921 1.2402 -0.116
H 2.9295 3.3200 6.6276 0.086
H 3.9371 2.3171 5.5588 0.089
H 3.9259 4.0783 5.3416 0.087
H 1.9236 5.1147 4.6791 0.129
H 0.7850 4.1320 5.6498 0.124
H -0.4654 4.7725 3.7528 0.125
H -0.0137 3.1140 3.3761 0.118
H 2.6606 3.4291 2.3563 0.125
H 2.3941 4.4144 0.9225 0.113
H 1.8939 2.2427 0.1503 0.109
H 0.2907 2.9813 0.4484 0.127
H -0.9084 1.0421 1.0129 0.080
H -0.0895 -0.2117 1.9648 0.092
H 0.5070 0.1720 0.3339 0.055
C 4.2273 3.0240 -1.7376 -0.103
O 4.5618 4.2309 -2.4027 -0.199
C 3.4130 5.0452 -2.6486 -0.190
C 3.8374 6.4429 -3.1079 -0.169
O 4.1772 7.3050 -2.0143 -0.139
C 5.4552 7.0600 -1.4141 -0.170
C 6.6168 7.5773 -2.2661 -0.193
O 6.9540 6.6259 -3.2779 -0.210
C 7.8296 7.1728 -4.2519 -0.107
H 3.5162 2.4417 -2.3297 0.081
H 5.1413 2.4386 -1.6069 0.094
H 3.8102 3.2394 -0.7489 0.065
H 2.8085 5.1210 -1.7379 0.121
H 2.8262 4.5648 -3.4393 0.120
H 2.9753 6.9157 -3.5909 0.125
H 4.6397 6.4055 -3.8474 0.121
H 5.5752 6.0062 -1.1537 0.119
H 5.4464 7.6253 -0.4755 0.127
H 7.4993 7.7178 -1.6329 0.124
H 6.3422 8.5340 -2.7282 0.129
H 7.3381 7.9921 -4.7852 0.087
H 8.0737 6.3882 -4.9725 0.088
H 8.7537 7.5248 -3.7856 0.086

***

# 2
87
Properties=species:S:1:pos:R:3:lowdin_charge:R:1 method="wB97M-V/def2-TZVPD" total_charge=+1 smiles="CCCCCCCCCCCCCCCCCCCCn1nnc(COC)[n+]1CCOC(C)=O" e_above_lowest_kcal_mol=0.00 homo_lumo_gap_ev=8.65
C -7.6230 -4.4276 0.2811 -0.112
C -6.4537 -4.6316 -0.6845 -0.254
C -5.2198 -3.7643 -0.3718 -0.227
C -4.0049 -4.6016 0.0179 -0.211
C -2.6988 -3.8412 0.3008 -0.208
C -2.8214 -2.4408 0.9097 -0.223
C -3.0456 -1.2964 -0.0777 -0.216
C -2.5825 0.0624 0.4666 -0.215
C -3.3617 1.2462 -0.1030 -0.207
C -2.6441 2.5949 -0.0314 -0.208
C -1.3816 2.6972 -0.8844 -0.230
C -1.6787 2.6796 -2.3809 -0.209
C -0.5513 3.1989 -3.2785 -0.195
C 0.8809 2.7301 -3.0041 -0.211
C 1.2250 1.3562 -3.5782 -0.194
C 0.7020 0.1585 -2.7670 -0.191
C 1.8194 -0.5611 -2.0135 -0.214
C 1.3194 -1.5394 -0.9431 -0.186
C 2.3041 -1.7702 0.2057 -0.161
C 2.0910 -0.8640 1.4134 -0.082
N 2.5192 0.5145 1.1491 -0.045
N 1.7258 1.4194 0.6772 0.163
N 2.4022 2.5294 0.5214 0.180
C 3.6549 2.3007 0.9023 -0.216
C 4.7456 3.3263 0.7943 -0.133
O 5.1499 3.4884 -0.5331 -0.136
C 5.7347 2.3527 -1.1394 -0.076
N 3.7484 1.0326 1.3131 0.081
C 4.8812 0.2504 1.8273 -0.029
C 5.3187 0.6895 3.2221 -0.118
O 4.2095 0.7103 4.1116 0.004
C 3.4766 1.8555 4.1765 -0.512
C 2.1968 1.6641 4.9133 0.044
O 3.8593 2.8669 3.6554 0.119
H -7.4873 -4.9866 1.2069 0.071
H -7.7313 -3.3723 0.5339 0.067
H -8.5648 -4.7491 -0.1621 0.068
H -6.8035 -4.3912 -1.6888 0.101
H -6.1633 -5.6829 -0.6809 0.100
H -4.9611 -3.1625 -1.2455 0.108
H -5.4647 -3.0635 0.4298 0.098
H -4.2571 -5.2345 0.8727 0.114
H -3.8200 -5.2919 -0.8098 0.110
H -2.1093 -3.7815 -0.6185 0.102
H -2.1133 -4.4489 0.9945 0.101
H -1.8976 -2.2422 1.4651 0.095
H -3.6140 -2.4333 1.6628 0.117
H -4.1091 -1.2209 -0.3122 0.100
H -2.5283 -1.5184 -1.0145 0.112
H -2.6735 0.0452 1.5564 0.114
H -1.5191 0.1832 0.2398 0.077
H -4.2960 1.3273 0.4563 0.117
H -3.6303 1.0253 -1.1392 0.109
H -3.3443 3.3773 -0.3334 0.111
H -2.3938 2.8073 1.0132 0.110
H -0.7297 1.8526 -0.6444 0.059
H -0.8104 3.5877 -0.6092 0.117
H -1.9685 1.6706 -2.6851 0.105
H -2.5557 3.3082 -2.5571 0.116
H -0.5687 4.2894 -3.2317 0.111
H -0.7830 2.9224 -4.3098 0.111
H 1.5471 3.4574 -3.4725 0.109
H 1.1190 2.7437 -1.9364 0.081
H 2.3167 1.2696 -3.6066 0.101
H 0.9038 1.3016 -4.6192 0.112
H 0.2537 -0.5707 -3.4472 0.121
H -0.0958 0.4543 -2.0833 0.082
H 2.5188 0.1673 -1.5852 0.083
H 2.3972 -1.1205 -2.7535 0.122
H 0.3570 -1.1937 -0.5565 0.096
H 1.1188 -2.5035 -1.4107 0.121
H 2.2454 -2.7972 0.5663 0.124
H 3.3242 -1.6340 -0.1677 0.116
H 2.6358 -1.2239 2.2819 0.124
H 1.0402 -0.7697 1.6765 0.137
H 5.5756 3.0902 1.4628 0.128
H 4.2986 4.2673 1.1062 0.151
H 4.9706 1.6332 -1.4502 0.085
H 6.2648 2.6968 -2.0222 0.103
H 6.4655 1.8770 -0.4760 0.088
H 4.5697 -0.7872 1.8503 0.124
H 5.6989 0.3425 1.1146 0.135
H 5.8542 1.6352 3.2192 0.127
H 6.0012 -0.0722 3.5941 0.145
H 2.2264 0.7999 5.5681 0.095
H 2.0066 2.5610 5.4999 0.104
H 1.3861 1.5721 4.1899 0.096

***

# 3
89
Properties=species:S:1:pos:R:3:lowdin_charge:R:1 method="wB97M-V/def2-TZVPD" total_charge=-1 e_above_lowest_kcal_mol=0.00 homo_lumo_gap_ev=5.68
Pd -0.6446 -0.5565 0.0978 -0.066
S -4.7646 -0.7055 -2.1755 0.929
C -4.2656 -2.2914 -1.7752 -0.467
C -3.0865 -2.2857 -1.0922 -0.267
C -2.4981 -0.9905 -0.8581 -0.312
C -3.3320 -0.0408 -1.3978 -0.569
C -3.1318 1.4105 -1.4522 -0.320
C -3.5712 2.1578 -2.5578 -0.060
C -3.3563 3.5205 -2.5936 -0.094
C -2.6987 4.1263 -1.5321 -0.097
C -2.2955 3.3152 -0.4832 -0.168
N -2.5022 2.0037 -0.4260 0.120
H -4.8785 -3.1392 -2.0448 0.044
H -2.6279 -3.2091 -0.7550 0.077
H -4.0534 1.6490 -3.3822 0.084
H -3.6844 4.1029 -3.4468 0.098
H -2.4967 5.1892 -1.5148 0.090
H -1.7760 3.7469 0.3680 0.087
C -0.1012 -0.8079 5.5333 -0.161
C -0.5991 -1.4152 4.2266 -0.566
C 0.2659 -2.6006 3.8093 -0.183
Sb -0.7498 -0.0150 2.5505 1.445
C 0.4191 1.6564 3.3305 -0.579
C 1.9062 1.3407 3.2174 -0.172
C 0.0583 2.8566 2.4544 -0.183
C -2.7040 0.8060 3.0395 -0.574
C -3.7720 -0.2054 2.6382 -0.163
C -2.8810 1.2748 4.4762 -0.158
H -0.0904 -1.5577 6.3343 0.069
H -0.7182 0.0271 5.8681 0.049
H 0.9215 -0.4362 5.4309 0.056
H -1.6281 -1.7637 4.3684 0.070
H 1.2981 -2.2854 3.6256 0.063
H -0.0936 -3.0579 2.8857 0.048
H 0.2911 -3.3708 4.5896 0.067
H 0.1579 1.8563 4.3733 0.068
H 2.1563 1.0732 2.1864 0.030
H 2.2060 0.5013 3.8501 0.054
H 2.5209 2.2053 3.4955 0.072
H 0.1940 2.5945 1.3973 0.049
H 0.6906 3.7263 2.6707 0.071
H -0.9841 3.1558 2.5877 0.052
H -2.7769 1.6551 2.3538 0.056
H -3.7191 -1.1063 3.2605 0.062
H -3.6545 -0.5084 1.5959 0.041
H -4.7772 0.2132 2.7644 0.071
H -2.8292 0.4332 5.1735 0.059
H -3.8618 1.7450 4.6179 0.068
H -2.1215 2.0012 4.7761 0.055
C 3.9485 -0.8349 0.6187 -0.230
Si 3.4768 0.1825 -0.8906 0.253
C 4.8266 -0.0398 -2.1865 -0.215
C 3.4283 2.0093 -0.4457 -0.226
As 1.2889 -0.4643 -1.4115 0.752
Si 1.4516 -2.7683 -1.8173 0.258
C 0.0632 -3.3112 -2.9499 -0.216
C 1.2604 -3.6079 -0.1533 -0.236
C 3.0837 -3.3307 -2.5818 -0.230
Si 0.7348 0.5896 -3.4336 0.270
C -0.8507 -0.1344 -4.1126 -0.204
C 0.4211 2.3794 -2.9692 -0.213
C 2.0604 0.5296 -4.7740 -0.223
H 4.8272 -0.4169 1.1180 0.028
H 4.1787 -1.8653 0.3358 0.014
H 3.1200 -0.8603 1.3312 0.004
H 5.7909 0.2513 -1.7572 0.026
H 4.6474 0.5848 -3.0628 0.007
H 4.9037 -1.0740 -2.5229 0.005
H 4.3516 2.3103 0.0585 0.028
H 2.5869 2.2333 0.2122 0.006
H 3.3231 2.6205 -1.3454 0.012
H -0.8810 -2.8493 -2.6548 0.006
H -0.0505 -4.3982 -2.8915 0.030
H 0.2689 -3.0501 -3.9903 0.017
H 0.3156 -3.2867 0.2943 -0.004
H 2.0598 -3.3265 0.5355 0.014
H 1.2629 -4.6970 -0.2653 0.026
H 3.2740 -2.8306 -3.5340 0.016
H 3.0557 -4.4098 -2.7629 0.024
H 3.9268 -3.1261 -1.9184 0.007
H -1.5586 -0.3329 -3.3035 0.009
H -0.6832 -1.0637 -4.6582 0.014
H -1.3031 0.5879 -4.7998 0.033
H -0.3701 2.4236 -2.2170 0.006
H 0.1018 2.9614 -3.8387 0.032
H 1.3095 2.8528 -2.5451 0.009
H 2.3873 -0.4937 -4.9712 0.017
H 2.9378 1.1158 -4.4939 0.005
H 1.6638 0.9458 -5.7054 0.023